# C5H8N2

One molecule with the formula C5H8N2 (ωB97M-V with the def2-TZVPD basis set, the OMol25 dataset).

XYZ file:
```
15
Properties=species:S:1:pos:R:3:forces:R:3:lowdin_charge:R:1
C 2.1411 0.1810 0.4827 0.08 -0.02 0.09 -0.06
N 0.8084 -0.4692 -1.4650 -0.24 -0.10 0.06 0.03
C 1.0626 0.6228 -0.5157 0.02 0.03 0.05 -0.39
C -0.2474 0.7988 0.1701 -0.15 -0.17 -0.07 -0.01
C -1.0476 -0.1689 -0.2890 0.11 0.18 0.11 -0.31
C -2.3789 -0.6956 0.1302 -0.07 -0.05 0.01 -0.05
N -0.3555 -0.8969 -1.3220 0.36 0.06 -0.08 0.06
H 3.0239 -0.2283 -0.0131 -0.13 0.16 -0.07 0.08
H 1.7224 -0.5940 1.1296 0.11 0.05 -0.02 0.08
H 2.4385 1.0321 1.1015 -0.01 -0.15 -0.04 0.08
H 1.4188 1.4872 -1.0889 -0.12 -0.08 0.03 0.15
H -0.4376 1.4989 0.9704 -0.03 -0.05 -0.04 0.12
H -3.2316 -0.1159 -0.2342 0.19 0.06 -0.03 0.08
H -2.4448 -0.7472 1.2186 -0.05 0.02 -0.08 0.08
H -2.4724 -1.7049 -0.2752 -0.07 0.06 0.09 0.07
```
Positions in Å, forces in eV/Å.

Results
charge	0
SMILES	CC1=C[C@@H](C)N=N1
calculated total energy	-8293.435	eV
energy above the lowest of the compared OMol25 structures with the same formula, charge and spin	150.7	kJ/mol

# C21H24N2OP2SW

C21H24N2OP2SW as an isolated structure (ωB97M-V with the def2-TZVPD basis set, the OMol25 dataset).

XYZ file:
```
52
Properties=species:S:1:pos:R:3:forces:R:3:mulliken_spin:R:1
C -1.2515 -4.6117 -2.0827 0.03 0.21 0.31 0.01
C -0.9896 -3.2383 -2.1543 0.21 0.01 0.48 -0.04
C -1.9568 -2.3381 -1.6336 -0.40 -1.23 0.20 0.01
C -3.1761 -2.8112 -1.0793 0.73 -0.49 -0.41 -0.03
C -3.3669 -4.1889 -0.9773 0.09 0.02 -0.27 0.01
C -2.4260 -5.0809 -1.4788 0.16 -0.05 -0.09 -0.01
C -4.3151 -1.8894 -0.7680 -0.19 0.02 -1.45 0.01
C -4.1008 -0.5297 -1.3925 -0.28 0.56 -0.23 0.01
C -2.8592 -0.1493 -1.9488 -0.75 0.24 0.48 -0.01
C -2.7245 1.0653 -2.6697 0.08 -0.03 0.59 -0.06
C -3.8202 1.9267 -2.7251 0.10 -0.27 -0.30 0.00
C -5.0511 1.5682 -2.1716 0.00 -0.14 0.24 0.00
C -5.1905 0.3448 -1.5182 0.22 -0.09 -0.22 0.01
H -0.5041 -5.3253 -2.4471 -0.37 0.30 0.04 0.00
H -4.3051 -4.5509 -0.5563 0.26 -0.01 -0.08 0.00
H -2.6116 -6.1563 -1.4198 0.09 0.39 -0.01 0.00
H -5.1980 -2.3103 -1.2940 0.38 0.14 0.11 0.00
H -3.7123 2.8679 -3.2612 -0.11 -0.15 0.11 0.00
H -5.9029 2.2445 -2.2553 0.26 -0.21 0.02 0.00
H -6.1593 0.0225 -1.1235 0.33 0.25 -0.11 0.00
N -1.7179 -0.9474 -1.6390 0.76 0.71 -0.39 -0.14
W -0.1168 -0.0974 -0.7801 -0.81 -1.74 1.92 1.93
C 0.3681 -2.7482 -2.6857 -0.12 -0.60 -0.30 0.05
H 0.2370 -2.0578 -3.5325 0.12 -0.18 0.14 0.01
H 0.9884 -3.6025 -3.0129 -0.46 0.24 -0.11 0.00
C -1.3988 1.4957 -3.2787 0.37 0.53 0.13 0.08
H -0.9480 0.7584 -3.9579 -0.23 0.11 0.12 0.01
H -1.4930 2.4514 -3.8123 -0.25 -0.31 -0.15 0.01
P 1.3141 -1.9032 -1.3800 0.26 -1.47 -0.45 0.01
P -0.1651 1.8507 -1.9557 -0.98 1.38 -1.43 -0.07
C -0.8263 3.1962 -0.9591 0.05 0.49 0.14 0.02
H -0.0720 3.4667 -0.2088 -0.16 0.05 -0.15 0.00
H -1.0475 4.0636 -1.5945 0.09 -0.10 0.17 0.01
H -1.7400 2.8929 -0.4316 0.23 0.17 -0.35 0.00
C 1.4154 2.3071 -2.6414 0.27 0.31 -0.17 0.01
H 1.3121 3.2485 -3.1998 0.23 -0.24 0.09 0.00
H 2.1145 2.4323 -1.8024 -0.06 0.06 -0.32 0.00
H 1.7669 1.5041 -3.3025 -0.02 0.29 0.10 0.00
C 1.4520 -3.1037 -0.0280 0.13 0.05 0.23 0.01
H 2.1122 -3.9324 -0.3287 -0.21 0.26 0.13 0.00
H 1.8614 -2.5900 0.8523 0.01 -0.24 -0.21 0.00
H 0.4617 -3.4991 0.2343 0.23 0.07 -0.14 0.00
C 2.9604 -1.4550 -1.9154 0.46 -0.02 -0.15 0.01
H 3.4599 -0.9447 -1.0818 -0.04 -0.15 -0.16 0.00
H 3.5301 -2.3516 -2.1936 -0.04 0.27 0.01 0.00
H 2.9079 -0.7596 -2.7612 0.07 -0.23 0.10 0.00
C -1.6105 0.6554 0.4195 -5.53 0.57 4.01 -0.03
O -2.5370 0.7540 1.1319 4.19 -0.19 -3.01 0.10
H -4.6644 -1.9043 0.2488 0.35 0.34 0.76 0.00
S 2.2855 1.2443 3.0668 -0.57 -0.62 -1.16 0.14
C 1.5792 0.6736 1.7786 0.31 0.49 0.94 0.04
N 1.0091 0.2820 0.7791 0.56 0.21 0.27 -0.07
```
Positions in Å, forces in eV/Å.

Results
2S+1	3
charge	+2
calculated total energy	-58418.244	eV
energy above the lowest of the compared OMol25 structures with the same formula, charge and spin	0.0	kJ/mol
expectation value of S²	2.07